# 1
DFT (the ωB97M-V functional and the def2-TZVPD basis) results for a cluster of 2 separate species, C9H14 in total in a non-equilibrium geometry.

Each line ends with the natural charge from an NBO analysis.
Positions of all 23 atoms, in Å:
C (-0.0069, -1.4740, -1.7841)  -0.629
C (-0.8634, -1.1209, -0.5705)  -0.003
C (-2.2577, -1.2000, -0.4625)  -0.215
C (-2.9265, -1.1158, 0.7256)  -0.222
C (-2.2493, -1.0380, 1.8765)  -0.228
C (-0.8646, -0.7424, 1.8728)  -0.194
C (-0.2236, -0.7033, 0.5811)  -0.213
H (0.6389, -0.5565, -1.9245)  0.221
H (-0.5715, -1.6383, -2.6641)  0.213
H (0.4102, -2.4007, -1.5412)  0.226
H (-2.8081, -1.1696, -1.4807)  0.208
H (-4.0978, -1.1096, 0.6206)  0.220
H (-2.7728, -0.9384, 2.8281)  0.213
H (-0.2138, -0.5799, 2.6005)  0.203
H (0.8243, -0.4049, 0.6049)  0.198
C (2.8941, 1.5775, -0.0039)  -0.610
C (1.6185, 2.4048, -0.3201)  -0.611
H (3.3723, 1.3931, -0.9024)  0.211
H (3.3914, 2.0601, 0.9070)  0.220
H (2.4049, 0.6322, 0.5405)  0.185
H (0.7404, 1.9352, -0.5890)  0.208
H (1.5611, 3.2926, 0.4023)  0.211
H (1.9999, 2.8969, -1.3168)  0.188

Calculated values
- SMILES = Cc1ccccc1.CC

=====

# 2
DFT (the ωB97M-V functional and the def2-TZVPD basis) results for a cluster of 2 separate species, C9H14 in total in a non-equilibrium geometry.

Each line ends with the natural charge from an NBO analysis.
Positions of all 23 atoms, in Å:
C (-3.1228, 0.1353, -1.9905)  -0.628
C (-1.8448, -0.3482, -1.3626)  -0.022
C (-1.8207, -0.8238, -0.0624)  -0.211
C (-0.6315, -1.2457, 0.4979)  -0.204
C (0.5528, -1.2723, -0.2300)  -0.231
C (0.5307, -0.7660, -1.5197)  -0.203
C (-0.6559, -0.2973, -2.0716)  -0.206
H (-3.9027, 0.1434, -1.2266)  0.213
H (-3.3945, -0.4546, -2.8573)  0.221
H (-3.0899, 1.1771, -2.3222)  0.219
H (-2.7030, -0.8091, 0.5670)  0.210
H (-0.5814, -1.5244, 1.5481)  0.211
H (1.4671, -1.7622, 0.0708)  0.215
H (1.4107, -0.8686, -2.1497)  0.210
H (-0.6132, 0.1155, -3.0768)  0.207
C (2.0266, 1.7928, 1.8711)  -0.612
C (2.5462, 0.3826, 2.2169)  -0.609
H (1.8035, 1.7980, 0.8086)  0.208
H (1.0713, 2.0061, 2.3549)  0.204
H (2.7883, 2.5396, 2.0852)  0.204
H (3.6301, 0.4078, 2.1347)  0.199
H (2.2361, -0.3803, 1.5049)  0.205
H (2.2970, 0.0542, 3.2094)  0.201

Calculated values
- SMILES = Cc1ccccc1.CC

=====

# 3
DFT (the ωB97M-V functional and the def2-TZVPD basis) results for a cluster of 2 separate species, C9H14 in total in a non-equilibrium geometry.

Each line ends with the natural charge from an NBO analysis.
Positions of all 23 atoms, in Å:
C (1.5658, -1.6097, 1.8420)  -0.634
C (1.1803, -0.6660, 0.7038)  -0.039
C (0.7024, -1.1876, -0.5156)  -0.212
C (0.3064, -0.2779, -1.5275)  -0.207
C (0.5896, 1.0272, -1.2752)  -0.256
C (1.0032, 1.4963, -0.1105)  -0.186
C (1.2583, 0.6083, 0.9572)  -0.224
H (2.5275, -1.4151, 2.4031)  0.217
H (1.6351, -2.6373, 1.7087)  0.217
H (0.7751, -1.5120, 2.6707)  0.215
H (0.8133, -2.3094, -0.6752)  0.222
H (-0.3248, -0.5785, -2.4087)  0.231
H (0.2910, 1.7338, -2.1951)  0.217
H (1.1073, 2.6435, 0.2551)  0.224
H (1.6013, 0.9821, 1.9512)  0.219
C (-3.0153, 0.0498, -0.8150)  -0.607
C (-2.3703, 0.6991, 0.3824)  -0.613
H (-2.7571, -1.0025, -0.7020)  0.197
H (-4.0204, 0.1595, -1.0774)  0.206
H (-2.4197, 0.4086, -1.6931)  0.190
H (-2.4433, 1.7751, 0.2378)  0.194
H (-1.1993, 0.4741, 0.3446)  0.226
H (-2.9088, 0.4416, 1.3301)  0.202

Calculated values
- SMILES = Cc1ccccc1.CC

=====

# 4
DFT (the ωB97M-V functional and the def2-TZVPD basis) results for a cluster of 2 separate species, C9H14 in total in a non-equilibrium geometry.

Each line ends with the natural charge from an NBO analysis.
Positions of all 23 atoms, in Å:
C (0.8713, -0.8006, 1.6982)  -0.635
C (0.8172, -0.4603, 0.3209)  -0.038
C (1.3846, 0.7633, -0.0576)  -0.203
C (1.2570, 1.1753, -1.3638)  -0.211
C (0.8590, 0.2696, -2.3765)  -0.218
C (0.2578, -0.9562, -2.0386)  -0.210
C (0.3767, -1.2749, -0.7393)  -0.202
H (-0.1094, -0.9444, 2.2340)  0.227
H (1.4639, 0.0602, 2.2040)  0.209
H (1.2634, -1.6774, 2.0555)  0.230
H (1.7275, 1.4504, 0.7402)  0.205
H (1.5368, 2.2261, -1.5062)  0.217
H (0.7302, 0.5796, -3.3485)  0.204
H (-0.1897, -1.7155, -2.8370)  0.228
H (-0.0391, -2.3109, -0.4333)  0.197
C (-1.8832, 1.0161, 1.1209)  -0.614
C (-2.6725, 0.1133, 2.0076)  -0.614
H (-1.7151, 0.4852, 0.1605)  0.208
H (-2.7108, 1.7778, 0.9183)  0.214
H (-0.9574, 1.3281, 1.5806)  0.208
H (-3.7407, 0.0677, 1.7975)  0.202
H (-2.4838, -0.9064, 2.0377)  0.194
H (-2.3825, 0.5064, 2.9663)  0.202

Calculated values
- SMILES = Cc1ccccc1.CC

=====

| no. | HOMO level (eV) |
| --- | --- |
| 1 | -8.99 |
| 2 | -9.08 |
| 3 | -9.27 |
| 4 | -8.79 |